Record 1
110
Properties=species:S:1:pos:R:3:lowdin_charge:R:1 method="wB97M-V/def2-TZVPD" total_charge=-1 homo_lumo_gap_ev=6.267 multiplicity=1 e_lumo_ev=0.9 max_force_ha_per_bohr=0.0587 homo_energy_ha=-0.1959
Cl 1.046 -11.015 2.600 0.517
Cl -2.005 10.179 -5.358 0.514
Cl 0.218 -10.419 -12.090 0.525
Cl -2.190 1.382 -14.599 0.526
Cl -1.503 -3.625 9.892 0.482
Cl -1.477 4.577 10.628 0.519
F 2.072 -1.172 0.254 0.200
C -0.931 -1.033 -8.463 -2.049
F 0.356 -0.510 3.104 0.083
C 1.792 -1.206 11.121 -2.041
C -0.130 -1.712 0.725 -0.424
Cl 5.113 8.486 -9.773 0.526
C -2.156 -5.502 -7.891 -2.042
C 3.422 8.954 -9.600 -2.072
C 1.295 10.337 7.427 -2.069
Cl 2.450 10.178 6.110 0.537
Cl -1.880 -1.199 -6.987 0.526
Cl -1.464 -12.212 1.869 0.525
C 0.894 6.499 -5.211 -2.049
F -1.297 0.296 1.030 0.056
C 1.578 2.464 5.525 -0.950
Cl -3.568 -4.482 -8.163 0.525
Cl -0.334 -10.144 0.216 0.495
Cl -1.244 -5.652 -9.391 0.498
Cl 2.391 7.604 -10.071 0.511
Cl 0.518 -2.032 -8.362 0.524
H -0.440 2.459 5.866 0.029
C 1.428 -0.386 2.303 -0.513
Cl -1.838 2.613 -0.242 0.627
C 2.646 -0.437 3.136 -0.157
Cl -4.214 -4.126 9.050 0.522
Cl 3.087 10.338 -10.642 0.521
Cl -0.497 5.542 -4.727 0.484
Cl -1.148 -8.935 -10.034 0.502
C 0.037 -11.523 1.250 -2.063
C 1.287 -1.475 1.259 -0.424
F -0.025 0.107 -0.729 0.211
Cl -0.420 -7.182 -1.110 0.488
Cl -2.806 -0.729 3.059 0.625
Cl -1.160 -6.660 -3.825 0.497
Cl 0.876 5.941 11.584 0.515
Cl -2.137 -6.016 8.414 0.513
C -0.831 -9.040 -11.759 -2.068
Cl -3.034 -5.725 11.136 0.518
Cl -3.340 7.885 -4.249 0.520
Cl -3.975 -2.486 5.023 0.511
Cl 0.859 8.046 -4.365 0.521
Cl -1.139 -4.784 -6.654 0.505
Cl -2.685 -7.103 -7.356 0.513
Cl -0.015 4.375 -1.561 0.527
H 4.489 3.293 3.658 -0.104
C -0.326 -5.996 -2.414 -2.042
Cl -0.050 9.231 7.165 0.503
Cl -0.428 -0.892 -14.503 0.525
Cl 0.944 -7.483 2.922 0.504
Cl 0.520 -4.645 2.762 0.640
Cl 2.374 5.635 -4.799 0.541
Cl 0.895 -12.743 0.308 0.522
C 0.063 5.300 10.151 -2.054
F -1.853 -0.921 -0.594 0.184
C -1.688 -0.010 -13.640 -2.064
H 3.060 -1.409 3.129 0.109
F -0.925 -2.245 1.603 0.115
C -0.168 -6.164 3.294 -2.042
I 3.091 0.782 7.454 0.795
C -1.715 4.006 -1.300 -2.036
C -3.169 -0.931 4.768 -2.042
C 3.760 0.543 2.782 -0.270
Cl -2.504 5.395 -0.547 0.527
Cl -0.466 0.655 -8.674 0.523
Cl -2.352 -9.238 -12.628 0.525
F 1.747 -2.629 1.723 0.070
H 3.580 1.110 1.900 0.029
Cl 2.137 -2.618 12.126 0.524
H 0.428 3.295 7.117 -0.001
C -3.168 8.894 -5.681 -2.067
Cl -1.085 -4.490 -1.910 0.595
Cl -2.596 7.917 -7.032 0.514
C 2.711 1.871 5.672 -0.853
C -0.817 -0.494 0.099 -0.663
Cl -0.230 6.612 9.011 0.495
Cl -1.677 -0.889 5.694 0.557
C -2.721 -4.871 9.622 -2.055
Cl 0.688 11.995 7.483 0.514
H 2.319 -0.282 4.132 0.085
Cl -1.702 -6.446 2.461 0.516
Cl 2.081 9.947 8.954 0.523
Cl 0.569 -1.624 9.918 0.475
Cl -1.901 -1.560 -9.838 0.480
F 1.260 0.752 1.669 0.119
Cl -3.075 -1.072 -13.382 0.516
Cl 3.244 -0.692 10.284 0.429
H 4.638 -0.023 2.596 0.021
Cl -4.730 9.608 -6.091 0.521
Cl 0.852 6.789 -6.952 0.481
C 0.442 2.465 6.454 -0.260
Cl -0.457 -6.114 5.037 0.515
Cl 1.367 -5.698 -2.806 0.541
F 0.002 -2.617 -0.242 0.082
H 5.646 1.420 4.992 -0.099
Ga 4.258 1.838 4.294 0.207
Cl -0.037 -7.559 -12.301 0.515
Cl -4.234 0.373 5.306 0.521
Cl 1.193 0.106 12.136 0.529
I 1.200 3.570 3.782 0.862
Cl 1.073 4.084 9.391 0.579
Cl -2.495 3.675 -2.860 0.497
Cl 3.098 9.383 -7.926 0.517
Cl -1.071 0.520 -12.081 0.492
H 0.434 1.553 6.987 0.003



Record 2
54
Properties=species:S:1:pos:R:3:mulliken_spin:R:1 method="wB97M-V/def2-TZVPD" total_charge=-1 homo_lumo_gap_ev="4.907 / 4.770" multiplicity=3 s2=2.01 e_lumo_ev="1.6 / 1.5" max_force_ha_per_bohr=0.0575 homo_energy_ha="-0.1213 / -0.1201"
Cl 4.099 2.255 -1.620 0.000
C -3.651 -2.714 0.650 -0.001
H -2.250 2.375 4.177 0.000
O -2.273 2.326 -3.298 -0.002
C 4.159 -1.725 -1.929 0.001
P -0.749 0.070 0.107 0.062
H 3.410 -2.277 1.257 0.000
H -4.571 -2.975 0.143 0.000
C -3.240 -3.437 1.760 0.004
H 3.283 1.856 2.335 0.000
C -1.607 1.425 2.370 -0.004
C 2.800 0.977 1.930 -0.002
C 2.220 0.355 -2.005 -0.026
C 2.874 -1.342 1.326 -0.001
H 4.498 -0.290 2.245 0.000
C -1.291 -2.046 1.941 0.008
C -2.092 2.753 -1.131 0.021
C -1.550 1.466 0.981 0.002
H -2.075 1.552 -3.899 0.001
C 2.822 -2.047 -2.061 0.011
H -3.166 -1.115 -0.705 -0.004
O -0.338 -0.582 -6.071 0.018
N -2.017 1.829 -2.031 0.018
C -2.879 -1.668 0.181 0.012
C -0.722 -0.311 -4.991 0.021
C 4.545 -0.387 -1.814 0.002
C 1.814 -1.060 -2.085 -0.007
Ni -0.642 0.343 -2.092 1.683
C 1.579 -1.259 0.850 0.008
Cl 6.209 -0.014 -1.601 0.000
N -1.214 0.018 -3.966 0.009
H -1.727 -3.672 3.261 0.000
C 3.484 -0.226 1.878 0.005
C 1.503 1.063 1.457 0.004
H -3.217 4.325 2.989 0.000
C 3.599 0.619 -1.832 0.018
H 1.110 -2.123 0.398 0.000
C -2.738 3.534 2.432 -0.002
H -3.836 -4.265 2.121 0.000
C -2.201 2.437 3.100 0.003
O 0.580 -1.337 -2.109 0.066
C 0.872 -0.059 0.927 0.002
H -2.290 3.767 -1.488 0.000
Cl 2.331 -3.699 -2.110 0.000
C -2.057 -3.104 2.400 -0.002
C -2.077 2.580 0.296 0.012
H 0.976 2.006 1.480 0.001
Cl 5.349 -2.963 -1.864 0.001
C -1.692 -1.323 0.822 -0.008
C -2.658 3.608 1.060 0.006
H -0.368 -1.799 2.447 0.001
H -3.069 4.467 0.548 0.000
O 1.329 1.246 -2.040 0.060
H -1.188 0.565 2.876 0.001



Record 3
59
Properties=species:S:1:pos:R:3:lowdin_charge:R:1 method="wB97M-V/def2-TZVPD" total_charge=0 homo_lumo_gap_ev=6.940 multiplicity=1 e_lumo_ev=-1.7 max_force_ha_per_bohr=0.0129 homo_energy_ha=-0.3167
C 3.072 -2.058 3.540 0.102
C -4.403 -4.634 -0.300 -0.056
H -2.127 4.441 -1.841 0.151
C -4.334 1.450 -2.399 -0.051
H -5.150 -0.704 -4.876 0.114
C -1.948 -4.300 -1.583 -0.067
N -1.663 -0.995 0.130 -0.328
H -3.036 1.007 -0.748 0.088
C -0.012 1.364 -2.662 -0.073
C -3.865 -1.166 -3.236 -0.075
C -3.692 -5.735 -0.768 -0.055
N 2.058 0.034 4.256 -0.341
C -3.273 -0.665 -2.084 -0.394
H 3.555 -2.104 4.506 0.140
C -4.915 0.974 -3.562 -0.050
C 1.184 -1.912 -0.316 -0.538
H -5.514 1.636 -4.169 0.117
S -1.946 -1.610 -1.361 1.148
O -1.744 4.675 -5.263 0.041
H 2.738 -3.833 0.664 0.140
O 1.024 0.665 4.236 0.118
C 1.644 -0.873 1.957 -0.207
C -1.018 2.776 -1.128 -0.179
N -0.294 1.660 -1.377 -0.012
C -3.896 -3.360 -0.480 -0.066
C -2.226 3.806 -4.552 -0.714
C -0.539 2.090 -3.704 0.040
C -4.698 -0.335 -3.967 -0.045
H -4.456 -2.495 -0.149 0.120
C -2.670 -3.214 -1.120 -0.393
O 0.932 -0.710 -0.812 -0.156
C 1.843 -1.924 1.032 -0.033
C -1.539 3.574 -2.112 0.086
O 2.937 0.147 5.084 0.096
C -2.475 -5.572 -1.407 -0.051
H -4.096 -6.728 -0.630 0.112
C -1.383 3.178 -3.450 -0.053
H -1.926 -6.433 -1.761 0.115
C -3.508 0.629 -1.647 -0.075
N 4.075 -4.216 2.954 -0.355
C -1.347 2.941 0.329 -0.500
H -3.661 -2.174 -3.573 0.116
H -2.503 -0.941 0.706 0.072
C 3.236 -3.066 2.607 -0.112
O 0.918 0.182 1.646 -0.116
H -0.980 -4.152 -2.041 0.105
H -5.353 -4.771 0.196 0.113
O -3.330 3.221 -4.517 0.006
O 0.893 -2.925 -0.910 0.101
Ti -0.226 0.358 0.216 1.194
H -4.486 2.476 -2.098 0.121
O 4.603 -4.209 4.046 0.093
C 2.618 -3.023 1.367 0.095
O -1.206 1.752 0.930 -0.131
O 4.177 -5.099 2.129 0.091
H 0.611 0.491 -2.819 0.120
C 2.259 -0.988 3.220 -0.035
H -0.331 1.792 -4.722 0.134
O -1.698 3.950 0.862 0.170



Copy entry 3 word for word.
59
Properties=species:S:1:pos:R:3:lowdin_charge:R:1 method="wB97M-V/def2-TZVPD" total_charge=0 homo_lumo_gap_ev=6.940 multiplicity=1 e_lumo_ev=-1.7 max_force_ha_per_bohr=0.0129 homo_energy_ha=-0.3167
C 3.072 -2.058 3.540 0.102
C -4.403 -4.634 -0.300 -0.056
H -2.127 4.441 -1.841 0.151
C -4.334 1.450 -2.399 -0.051
H -5.150 -0.704 -4.876 0.114
C -1.948 -4.300 -1.583 -0.067
N -1.663 -0.995 0.130 -0.328
H -3.036 1.007 -0.748 0.088
C -0.012 1.364 -2.662 -0.073
C -3.865 -1.166 -3.236 -0.075
C -3.692 -5.735 -0.768 -0.055
N 2.058 0.034 4.256 -0.341
C -3.273 -0.665 -2.084 -0.394
H 3.555 -2.104 4.506 0.140
C -4.915 0.974 -3.562 -0.050
C 1.184 -1.912 -0.316 -0.538
H -5.514 1.636 -4.169 0.117
S -1.946 -1.610 -1.361 1.148
O -1.744 4.675 -5.263 0.041
H 2.738 -3.833 0.664 0.140
O 1.024 0.665 4.236 0.118
C 1.644 -0.873 1.957 -0.207
C -1.018 2.776 -1.128 -0.179
N -0.294 1.660 -1.377 -0.012
C -3.896 -3.360 -0.480 -0.066
C -2.226 3.806 -4.552 -0.714
C -0.539 2.090 -3.704 0.040
C -4.698 -0.335 -3.967 -0.045
H -4.456 -2.495 -0.149 0.120
C -2.670 -3.214 -1.120 -0.393
O 0.932 -0.710 -0.812 -0.156
C 1.843 -1.924 1.032 -0.033
C -1.539 3.574 -2.112 0.086
O 2.937 0.147 5.084 0.096
C -2.475 -5.572 -1.407 -0.051
H -4.096 -6.728 -0.630 0.112
C -1.383 3.178 -3.450 -0.053
H -1.926 -6.433 -1.761 0.115
C -3.508 0.629 -1.647 -0.075
N 4.075 -4.216 2.954 -0.355
C -1.347 2.941 0.329 -0.500
H -3.661 -2.174 -3.573 0.116
H -2.503 -0.941 0.706 0.072
C 3.236 -3.066 2.607 -0.112
O 0.918 0.182 1.646 -0.116
H -0.980 -4.152 -2.041 0.105
H -5.353 -4.771 0.196 0.113
O -3.330 3.221 -4.517 0.006
O 0.893 -2.925 -0.910 0.101
Ti -0.226 0.358 0.216 1.194
H -4.486 2.476 -2.098 0.121
O 4.603 -4.209 4.046 0.093
C 2.618 -3.023 1.367 0.095
O -1.206 1.752 0.930 -0.131
O 4.177 -5.099 2.129 0.091
H 0.611 0.491 -2.819 0.120
C 2.259 -0.988 3.220 -0.035
H -0.331 1.792 -4.722 0.134
O -1.698 3.950 0.862 0.170